# 1
{
  "formula": "C32H43IO10",
  "method": "ωB97M-V/def2-TZVPD",
  "species": ["C", "C", "C", "C", "C", "C", "C", "I", "C", "O", "C", "C", "C", "C", "C", "C", "C", "C", "O", "H", "H", "H", "H", "H", "H", "H", "H", "H", "H", "H", "H", "H", "H", "H", "H", "H", "H", "H", "O", "C", "O", "C", "C", "C", "H", "H", "H", "H", "H", "H", "O", "C", "O", "C", "C", "C", "H", "H", "H", "H", "H", "H", "O", "C", "O", "C", "C", "C", "H", "H", "H", "H", "H", "H", "O", "C", "O", "C", "C", "C", "H", "H", "H", "H", "H", "H"],
  "positions_angstrom": [[-5.42763, 2.20187, -1.60254], [-4.39447, 2.75415, -1.31766], [-3.35193, 3.53615, -0.61454], [-3.44875, 3.40221, 0.91818], [-2.26471, 2.67854, 1.62671], [-1.60361, 1.53288, 0.87931], [-2.21389, 0.41187, 0.52946], [-4.20775, -0.10113, 0.96923], [-1.42053, -0.61896, -0.23320], [-1.66017, -1.79629, -0.16960], [-0.27054, -0.14290, -1.10796], [0.05271, -1.03373, -2.29178], [0.14503, -0.30131, -3.64669], [1.31614, -1.90552, -1.99524], [1.09603, -3.29370, -2.63045], [0.36032, 0.96438, -0.73472], [1.54773, 1.52262, -1.47805], [-0.13410, 1.64238, 0.51114], [0.62285, 2.24104, 1.23331], [-6.22916, 1.62830, -1.99285], [-3.55519, 4.57971, -0.86735], [-2.36958, 3.29421, -1.02580], [-4.38388, 2.94087, 1.22959], [-3.46973, 4.40792, 1.34508], [-2.59724, 2.34476, 2.61289], [-1.47949, 3.42342, 1.79464], [-0.75885, -1.75707, -2.37699], [1.18679, -0.18243, -3.96402], [-0.30206, 0.69570, -3.65887], [-0.34750, -0.86847, -4.43520], [2.22625, -1.42444, -2.35467], [1.34623, -2.08076, -0.91492], [1.82736, -4.03191, -2.30415], [0.11864, -3.68314, -2.33423], [1.07027, -3.17308, -3.71862], [1.16140, 2.09914, -2.32722], [2.14517, 2.20874, -0.88000], [2.11675, 0.70066, -1.90451], [1.89516, -6.84601, -0.18622], [1.35021, -6.07726, 0.55173], [1.15116, -4.77269, 0.24618], [0.57085, -4.08851, 1.37478], [-0.08173, -5.17648, 2.20756], [0.82885, -6.37071, 1.94367], [1.36405, -3.57693, 1.91456], [-0.15151, -3.35323, 1.02110], [-0.17470, -4.91325, 3.26001], [-1.08235, -5.38712, 1.82352], [1.67114, -6.40180, 2.63380], [0.28592, -7.31229, 1.96286], [-0.44892, 5.79358, 2.64942], [0.73076, 5.93352, 2.50335], [1.45754, 6.85976, 3.17788], [2.81516, 6.85418, 2.70471], [3.01318, 5.48341, 2.07776], [1.61922, 5.17232, 1.54433], [2.93327, 7.66386, 1.98070], [3.48863, 7.03021, 3.54088], [3.79315, 5.46601, 1.31811], [3.27999, 4.75871, 2.84934], [1.46992, 5.56676, 0.53706], [1.39503, 4.10921, 1.57330], [2.73851, -4.12899, 3.26882], [3.55850, -3.32295, 3.60661], [4.87132, -3.43468, 3.30854], [5.61040, -2.37574, 3.94185], [4.59030, -1.27992, 4.20352], [3.31648, -2.08291, 4.44227], [6.05042, -2.76376, 4.86314], [6.41036, -2.04958, 3.28119], [4.86371, -0.62568, 5.02943], [4.47252, -0.66244, 3.31129], [3.20747, -2.37863, 5.48680], [2.42900, -1.55410, 4.10416], [-1.94654, 0.55675, -5.91072], [-2.84105, 0.01172, -5.33355], [-2.90293, -1.32464, -5.11112], [-4.15592, -1.65461, -4.48218], [-4.61323, -0.36148, -3.82741], [-4.06333, 0.69318, -4.77632], [-4.85111, -2.00808, -5.24725], [-3.99628, -2.45124, -3.75852], [-5.69140, -0.30022, -3.68639], [-4.13810, -0.25462, -2.84970], [-4.75470, 0.91632, -5.59051], [-3.78729, 1.60447, -4.25203]],
  "lowdin_charge": [0.066, -0.158, -0.190, -0.191, -0.143, -0.191, -0.529, 1.016, -0.375, 0.065, -0.071, -0.299, -0.043, -0.190, -0.088, -0.126, 0.003, -0.269, 0.103, 0.025, 0.115, 0.110, 0.070, 0.111, 0.120, 0.096, 0.117, 0.084, 0.078, 0.065, 0.101, 0.104, 0.069, 0.075, 0.077, 0.094, 0.081, 0.071, 0.116, -0.482, 0.017, -0.161, -0.148, -0.078, 0.090, 0.104, 0.116, 0.118, 0.117, 0.123, 0.118, -0.479, 0.027, -0.159, -0.154, -0.077, 0.126, 0.123, 0.115, 0.119, 0.137, 0.086, 0.111, -0.461, 0.043, -0.152, -0.155, -0.067, 0.128, 0.126, 0.116, 0.119, 0.134, 0.126, 0.116, -0.500, 0.022, -0.144, -0.167, -0.073, 0.127, 0.126, 0.112, 0.101, 0.135, 0.115],
  "homo_lumo_gap_ev": 8.28,
  "lumo_energy_ha": -0.036,
  "max_force_ev_per_a": 1.502,
  "smiles": "C#CCCCC1=C(I)C(=O)C([C@@H](C)CC)=C(C)C1=O.O=C1CCCO1.O=C1CCCO1.O=C1CCCO1.O=C1CCCO1",
  "homo_ev": -9.258,
  "spin_multiplicity": 1
}



# 2
{
  "formula": "C10H21Cl3IO3P2Pt",
  "method": "ωB97M-V/def2-TZVPD",
  "species": ["C", "I", "H", "H", "H", "Pt", "P", "C", "C", "H", "H", "H", "H", "H", "H", "C", "H", "H", "H", "P", "C", "C", "H", "H", "H", "C", "H", "H", "H", "H", "H", "H", "C", "O", "Cl", "C", "Cl", "Cl", "C", "O", "O"],
  "positions_angstrom": [[-2.44148, -0.28801, -0.24746], [-0.55146, 2.72013, 2.67392], [-3.01586, 0.37320, 0.40693], [-2.60895, -1.36259, -0.06834], [-2.64421, -0.16739, -1.32587], [-0.14152, -0.10110, -0.01927], [-0.65969, -1.23545, 2.02953], [0.24509, -2.75330, 1.68710], [-0.19107, -0.65243, 3.69540], [-0.51785, -1.33274, 4.50131], [-2.40758, -2.29731, 3.30637], [-0.67545, 0.34273, 3.81954], [-3.02536, -0.85680, 2.42949], [1.25041, -2.46349, 1.37308], [0.89460, -0.51362, 3.70170], [-2.39348, -1.75127, 2.35381], [0.28700, -3.34388, 2.60161], [-2.78175, -2.39718, 1.55880], [-0.25193, -3.29263, 0.87759], [-0.45687, 1.82906, -1.42964], [0.30789, 1.38269, -3.02184], [-2.15847, 2.36731, -1.96904], [-0.20434, 3.68345, 0.09949], [0.05684, 4.23001, -1.60094], [1.31483, 3.25850, -0.72431], [0.24490, 3.42464, -0.87741], [-2.79423, 2.65166, -1.12527], [-2.15006, 3.22793, -2.65574], [0.19455, 2.22591, -3.71518], [-0.24082, 0.52116, -3.43943], [-2.68094, 1.57123, -2.50718], [1.36476, 1.11717, -2.83275], [0.74837, -1.22850, -1.15483], [1.29138, -1.89973, -1.91493], [5.90545, -0.80771, -0.86616], [4.18117, -1.41025, -0.69580], [3.97414, -2.86891, -1.63270], [3.85596, -1.78352, 1.03254], [3.19970, -0.26227, -1.31579], [3.24460, -0.10133, -2.60581], [2.43173, 0.24465, -0.40250]],
  "mulliken_spin": [-0.021, 1.108, 0.018, 0.001, 0.002, 0.658, 0.289, 0.096, 0.056, 0.012, 0.013, -0.005, 0.000, -0.016, -0.015, 0.020, 0.030, -0.001, 0.000, 0.305, 0.055, 0.021, 0.014, 0.017, -0.003, 0.015, 0.001, 0.012, 0.017, 0.002, 0.000, -0.003, 0.216, 0.053, 0.047, 0.092, 0.027, 0.055, -0.064, 0.785, 0.091],
  "total_charge": 3,
  "homo_lumo_gap_ev": [6.97, 4.44],
  "lumo_energy_ha": [-0.456, -0.546],
  "max_force_ev_per_a": 7.102,
  "homo_ev": [-19.373, -19.294],
  "de_lowest_kj_mol": 163.76,
  "spin_multiplicity": 5
}